{"formula": "C35H56ClF3IN15O5PS", "method": "wB97M-V/def2-TZVPD", "total_charge": 1, "multiplicity": 1, "homo_lumo_gap_ev": 7.66, "lumo_ev": -4.6, "max_force_ev_per_a": 2.8, "energy_ev": -118684.265, "elements": ["C", "C", "O", "C", "C", "O", "C", "C", "O", "C", "F", "F", "F", "N", "I", "C", "N", "C", "C", "C", "Cl", "N", "P", "O", "O", "S", "H", "H", "H", "H", "H", "H", "H", "H", "H", "H", "H", "H", "H", "H", "H", "H", "H", "H", "H", "H", "C", "C", "N", "H", "H", "H", "C", "C", "N", "H", "H", "H", "C", "C", "N", "H", "H", "H", "C", "C", "N", "H", "H", "H", "C", "C", "N", "H", "H", "H", "C", "C", "N", "H", "H", "H", "C", "C", "N", "H", "H", "H", "C", "C", "N", "H", "H", "H", "C", "C", "N", "H", "H", "H", "C", "C", "N", "H", "H", "H", "C", "C", "N", "H", "H", "H", "C", "C", "N", "H", "H", "H"], "positions_angstrom": [[0.146, 4.031, 2.643], [-0.281, 4.241, 1.203], [0.821, 4.704, 0.428], [-0.951, 2.955, 0.632], [-0.300, 2.330, -0.600], [0.957, 1.820, -0.201], [-1.108, 1.053, -1.086], [-0.485, -0.266, -0.655], [-1.226, -1.313, -1.333], [-0.489, -2.160, -2.080], [-1.340, -3.063, -2.628], [0.176, -1.559, -3.097], [0.428, -2.842, -1.343], [-0.885, 1.129, -2.555], [-2.403, 0.753, -3.874], [-0.046, 2.168, -2.809], [0.767, 2.190, -3.805], [1.672, 3.303, -4.129], [2.791, 3.571, -3.105], [3.195, 2.377, -2.236], [4.949, 2.052, -2.373], [-0.160, 3.160, -1.808], [-1.401, 4.277, -2.139], [-2.789, 3.662, -1.683], [-1.163, 5.481, -1.165], [-1.441, 4.780, -4.001], [-0.712, 3.937, 3.301], [0.751, 4.854, 2.998], [0.739, 3.118, 2.757], [-1.003, 5.047, 1.208], [1.625, 4.256, 0.694], [-2.006, 3.173, 0.489], [-0.909, 2.186, 1.400], [1.100, 1.964, 0.736], [-2.160, 1.115, -0.828], [0.556, -0.345, -0.931], [-0.657, -0.408, 0.407], [0.742, 1.385, -4.413], [2.127, 3.072, -5.083], [1.091, 4.203, -4.286], [3.663, 3.849, -3.686], [2.552, 4.435, -2.494], [2.724, 1.443, -2.506], [3.046, 2.639, -1.202], [-3.381, 3.707, -2.447], [-0.215, 5.622, -0.988], [-2.944, -5.576, -3.582], [-3.469, -6.922, -3.414], [-3.883, -7.982, -3.278], [-3.639, -4.829, -3.201], [-2.004, -5.447, -3.051], [-2.762, -5.350, -4.632], [-2.305, -5.900, 0.191], [-3.636, -5.318, 0.121], [-4.686, -4.861, 0.064], [-1.919, -6.117, -0.803], [-1.602, -5.226, 0.679], [-2.309, -6.833, 0.751], [6.555, -1.928, -3.117], [7.731, -1.128, -2.817], [8.625, -0.456, -2.568], [5.730, -1.697, -2.445], [6.204, -1.752, -4.133], [6.764, -2.993, -3.026], [0.036, -3.370, -6.569], [-0.617, -2.846, -7.757], [-1.140, -2.430, -8.688], [1.014, -2.912, -6.427], [-0.560, -3.168, -5.679], [0.182, -4.447, -6.636], [-1.568, 5.000, 6.642], [-0.334, 5.253, 5.918], [0.639, 5.444, 5.338], [-2.350, 4.665, 5.974], [-1.428, 4.231, 7.396], [-1.910, 5.907, 7.145], [4.252, -3.186, 0.215], [3.798, -2.183, -0.733], [3.452, -1.392, -1.489], [3.507, -3.358, 0.990], [4.445, -4.135, -0.282], [5.176, -2.875, 0.697], [9.458, 1.570, -0.044], [8.366, 2.433, 0.378], [7.505, 3.114, 0.711], [10.346, 1.733, 0.566], [9.178, 0.523, 0.042], [9.723, 1.752, -1.083], [-1.186, 9.809, 6.894], [-1.650, 8.675, 7.675], [-2.015, 7.782, 8.295], [-0.100, 9.873, 6.914], [-1.501, 9.718, 5.856], [-1.589, 10.740, 7.290], [7.051, -3.278, 3.673], [7.247, -3.730, 2.304], [7.406, -4.081, 1.224], [7.833, -2.579, 3.964], [6.091, -2.776, 3.783], [7.075, -4.118, 4.364], [-7.239, -9.069, -4.113], [-8.561, -8.466, -4.179], [-9.602, -7.990, -4.233], [-6.860, -9.289, -5.109], [-6.529, -8.404, -3.626], [-7.262, -10.001, -3.550], [-7.677, -5.056, 1.521], [-8.267, -6.159, 2.263], [-8.731, -7.028, 2.848], [-8.375, -4.665, 0.782], [-7.405, -4.240, 2.189], [-6.780, -5.369, 0.996], [-4.906, 2.707, 9.139], [-4.238, 2.885, 7.860], [-3.707, 3.033, 6.855], [-4.194, 2.774, 9.960], [-5.665, 3.473, 9.286], [-5.391, 1.734, 9.189]]}

=====

{"formula": "C35H56F12N2O23", "method": "wB97M-V/def2-TZVPD", "total_charge": 0, "multiplicity": 1, "homo_lumo_gap_ev": 10.76, "lumo_ev": 0.3, "max_force_ev_per_a": 2.7, "smiles": "CCOC(=O)C(F)(F)F.CCOC(=O)C(F)(F)F.CCOC(=O)C(F)(F)F.CCOC(=O)C(F)(F)F.COC(=O)OC.COC(=O)OC.COC(=O)OC.COC(=O)OC.COC(=O)OC.CC#N.CC#N", "energy_ev": -119884.701, "elements": ["C", "C", "O", "C", "O", "C", "F", "F", "F", "H", "H", "H", "H", "H", "C", "C", "O", "C", "O", "C", "F", "F", "F", "H", "H", "H", "H", "H", "C", "C", "O", "C", "O", "C", "F", "F", "F", "H", "H", "H", "H", "H", "C", "C", "O", "C", "O", "C", "F", "F", "F", "H", "H", "H", "H", "H", "C", "O", "C", "O", "O", "C", "H", "H", "H", "H", "H", "H", "C", "O", "C", "O", "O", "C", "H", "H", "H", "H", "H", "H", "C", "O", "C", "O", "O", "C", "H", "H", "H", "H", "H", "H", "C", "O", "C", "O", "O", "C", "H", "H", "H", "H", "H", "H", "C", "O", "C", "O", "O", "C", "H", "H", "H", "H", "H", "H", "C", "C", "N", "H", "H", "H", "C", "C", "N", "H", "H", "H"], "positions_angstrom": [[1.406, -2.070, -3.880], [1.884, -3.168, -4.816], [2.523, -4.122, -3.935], [2.140, -5.377, -3.955], [1.179, -5.773, -4.561], [2.871, -6.303, -2.971], [3.420, -5.581, -1.994], [2.032, -7.202, -2.479], [3.847, -6.976, -3.607], [0.816, -2.527, -3.082], [0.746, -1.287, -4.255], [2.275, -1.583, -3.433], [2.595, -2.819, -5.561], [1.065, -3.672, -5.321], [-3.928, 2.375, -0.161], [-3.197, 3.160, -1.210], [-2.138, 2.474, -1.900], [-2.387, 1.886, -3.050], [-3.469, 1.803, -3.567], [-1.271, 1.010, -3.616], [-0.091, 1.238, -3.029], [-1.601, -0.305, -3.487], [-1.146, 1.197, -4.947], [-3.402, 2.346, 0.798], [-4.011, 1.325, -0.445], [-4.872, 2.849, 0.101], [-2.592, 3.937, -0.735], [-3.908, 3.662, -1.866], [-1.186, -2.081, -0.278], [0.170, -1.520, 0.099], [-0.086, -0.202, 0.575], [0.885, 0.535, 1.074], [2.007, 0.137, 1.201], [0.374, 1.907, 1.557], [0.743, 2.900, 0.757], [-0.980, 1.889, 1.605], [0.746, 2.166, 2.822], [-1.091, -3.079, -0.707], [-1.648, -1.383, -0.973], [-1.731, -2.272, 0.648], [0.839, -1.571, -0.762], [0.591, -2.182, 0.857], [4.328, -1.786, -0.360], [3.448, -2.951, 0.065], [3.137, -2.846, 1.452], [4.013, -3.397, 2.300], [5.053, -3.879, 1.970], [3.473, -3.337, 3.755], [2.236, -2.833, 3.780], [3.398, -4.591, 4.234], [4.304, -2.594, 4.479], [3.826, -0.817, -0.319], [4.526, -1.837, -1.434], [5.212, -1.741, 0.274], [3.927, -3.890, -0.209], [2.622, -2.925, -0.649], [-1.128, -2.612, 3.869], [-1.508, -1.247, 4.028], [-0.806, -0.562, 4.897], [0.152, -0.912, 5.528], [-1.433, 0.600, 5.107], [-0.928, 1.603, 5.920], [-1.781, -3.261, 3.301], [-0.867, -3.106, 4.809], [-0.130, -2.494, 3.432], [-1.448, 2.547, 5.769], [0.132, 1.824, 5.765], [-1.029, 1.380, 6.987], [3.075, 1.944, -3.510], [3.054, 2.272, -2.139], [4.128, 1.893, -1.464], [5.071, 1.296, -1.898], [3.956, 2.296, -0.207], [4.918, 1.961, 0.778], [2.148, 2.273, -3.982], [3.040, 0.873, -3.725], [3.890, 2.370, -4.091], [4.539, 1.232, 1.488], [5.213, 2.871, 1.306], [5.828, 1.691, 0.236], [-2.785, 4.854, 3.752], [-1.422, 4.806, 3.361], [-0.493, 5.392, 4.081], [-0.698, 6.308, 4.852], [0.693, 4.882, 3.788], [1.832, 5.464, 4.424], [-2.944, 5.770, 4.324], [-3.031, 3.980, 4.348], [-3.458, 4.963, 2.905], [2.067, 4.927, 5.340], [1.569, 6.505, 4.610], [2.672, 5.447, 3.734], [-4.435, -2.865, -2.248], [-5.161, -1.842, -2.878], [-5.420, -0.727, -2.207], [-5.294, -0.582, -1.024], [-5.853, 0.196, -3.054], [-6.436, 1.384, -2.529], [-3.761, -2.536, -1.456], [-3.788, -3.399, -2.944], [-5.152, -3.554, -1.797], [-5.684, 2.176, -2.524], [-6.743, 1.345, -1.486], [-7.186, 1.616, -3.280], [0.383, 4.643, -1.813], [1.618, 5.069, -1.269], [1.576, 6.028, -0.337], [0.668, 6.767, -0.078], [2.811, 6.107, 0.140], [3.045, 7.015, 1.221], [-0.410, 4.536, -1.071], [0.464, 3.689, -2.327], [0.042, 5.397, -2.527], [2.335, 6.798, 2.016], [3.050, 8.072, 0.969], [4.030, 6.720, 1.577], [-1.656, -6.980, -3.629], [-1.156, -5.966, -2.750], [-0.725, -5.162, -2.052], [-1.981, -6.545, -4.579], [-2.565, -7.436, -3.244], [-0.820, -7.627, -3.896], [-3.502, -5.206, 2.270], [-4.032, -3.989, 1.719], [-4.332, -2.990, 1.239], [-2.907, -5.009, 3.164], [-2.761, -5.571, 1.556], [-4.269, -5.920, 2.557]]}

=====

{"formula": "C35H57AlAsCl2N6O4PSSi3", "method": "wB97M-V/def2-TZVPD", "total_charge": 2, "multiplicity": 1, "homo_lumo_gap_ev": 6.89, "lumo_ev": -5.6, "max_force_ev_per_a": 2.0, "energy_ev": -190581.930, "elements": ["Al", "N", "C", "C", "C", "C", "C", "C", "S", "O", "O", "N", "C", "N", "C", "C", "C", "N", "H", "H", "H", "H", "H", "H", "H", "H", "H", "O", "C", "N", "C", "O", "C", "C", "C", "C", "N", "C", "H", "H", "H", "H", "H", "H", "H", "H", "Cl", "C", "Cl", "H", "H", "C", "Si", "C", "C", "As", "Si", "C", "C", "C", "Si", "C", "C", "C", "H", "H", "H", "H", "H", "H", "H", "H", "H", "H", "H", "H", "H", "H", "H", "H", "H", "H", "H", "H", "H", "H", "H", "H", "H", "H", "H", "C", "P", "C", "C", "C", "C", "C", "C", "C", "H", "H", "H", "H", "H", "H", "H", "H", "H", "H", "H"], "positions_angstrom": [[-0.221, -0.113, 0.278], [-7.700, 0.639, -2.070], [-6.632, 0.872, -1.275], [-6.072, 2.158, -1.178], [-4.929, 2.373, -0.443], [-4.341, 1.308, 0.223], [-4.897, 0.041, 0.180], [-6.030, -0.181, -0.567], [-2.783, 1.510, 0.997], [-2.508, 0.481, 1.986], [-2.506, 2.854, 1.398], [-1.660, 1.024, -0.114], [-1.520, 1.277, -1.414], [-2.276, 2.099, -2.123], [-1.988, 2.203, -3.409], [-0.966, 1.475, -4.010], [-0.225, 0.639, -3.195], [-0.492, 0.529, -1.897], [-8.220, 1.406, -2.453], [-8.168, -0.248, -2.022], [-6.534, 2.976, -1.707], [-4.480, 3.349, -0.371], [-4.455, -0.744, 0.768], [-6.463, -1.170, -0.617], [-2.609, 2.892, -3.967], [-0.752, 1.569, -5.059], [0.590, 0.040, -3.582], [-4.627, -6.082, 3.081], [-5.433, -5.310, 2.258], [-4.661, -4.729, 1.164], [-4.240, -3.453, 1.204], [-4.578, -2.636, 2.035], [-3.276, -3.073, 0.109], [-3.351, -3.552, -1.192], [-2.391, -3.130, -2.101], [-1.395, -2.268, -1.678], [-1.348, -1.770, -0.438], [-2.282, -2.153, 0.424], [-4.184, -5.533, 3.739], [-5.912, -4.474, 2.779], [-6.188, -5.973, 1.825], [-4.246, -5.386, 0.518], [-4.138, -4.226, -1.495], [-2.420, -3.469, -3.124], [-0.603, -1.976, -2.350], [-2.237, -1.708, 1.412], [3.223, -1.132, -2.962], [2.794, -2.100, -1.546], [1.584, -1.243, -0.538], [3.678, -2.248, -0.926], [2.359, -3.045, -1.872], [2.558, 1.563, 4.075], [2.355, -0.320, 3.761], [3.632, -1.033, 2.514], [2.838, -1.135, 5.425], [0.103, -0.721, 2.721], [0.146, -3.171, 2.968], [-1.603, -3.953, 2.950], [0.946, -3.836, 4.574], [1.122, -3.908, 1.482], [-1.495, 0.140, 4.442], [-1.531, 2.045, 4.446], [-3.155, -0.792, 4.587], [-0.573, -0.386, 6.040], [3.425, 1.753, 4.700], [1.696, 1.960, 4.606], [2.693, 2.152, 3.175], [4.604, -0.569, 2.644], [3.336, -0.904, 1.478], [3.765, -2.096, 2.691], [3.763, -0.680, 5.770], [3.031, -2.197, 5.337], [2.111, -0.999, 6.215], [-2.376, -3.253, 3.243], [-1.640, -4.789, 3.639], [-1.848, -4.347, 1.970], [0.702, -3.238, 5.445], [2.025, -3.913, 4.516], [0.573, -4.839, 4.764], [0.558, -3.840, 0.556], [1.332, -4.958, 1.658], [2.075, -3.410, 1.332], [-1.957, 2.446, 3.534], [-0.537, 2.469, 4.568], [-2.137, 2.405, 5.273], [-3.658, -0.943, 3.638], [-3.826, -0.212, 5.218], [-3.020, -1.756, 5.074], [0.299, 0.229, 6.233], [-0.263, -1.427, 6.000], [-1.230, -0.280, 6.895], [3.036, 1.893, 0.292], [1.215, 1.980, 0.029], [0.679, 3.185, 1.291], [1.195, 2.962, -1.511], [0.433, 4.118, -1.647], [0.511, 4.864, -2.813], [1.321, 4.454, -3.859], [2.049, 3.279, -3.745], [1.981, 2.535, -2.582], [3.456, 2.897, 0.236], [3.500, 1.279, -0.477], [3.255, 1.457, 1.263], [1.241, 4.114, 1.202], [0.831, 2.751, 2.277], [-0.388, 3.384, 1.186], [-0.220, 4.442, -0.850], [-0.058, 5.778, -2.897], [1.392, 5.051, -4.755], [2.678, 2.952, -4.559], [2.556, 1.623, -2.503]]}

=====

{"formula": "C35H57BaO3PSi2", "method": "wB97M-V/def2-TZVPD", "total_charge": 0, "multiplicity": 1, "homo_lumo_gap_ev": [5.31, 4.31], "lumo_ev": [0.1, 0.1], "max_force_ev_per_a": 3.4, "energy_ev": -69093.926, "elements": ["O", "O", "C", "C", "H", "H", "H", "H", "H", "C", "C", "H", "H", "H", "H", "H", "C", "C", "C", "H", "H", "H", "H", "H", "C", "H", "H", "H", "H", "H", "H", "Ba", "C", "Si", "H", "H", "C", "C", "C", "C", "Si", "H", "H", "C", "C", "C", "H", "H", "H", "H", "H", "H", "H", "H", "H", "H", "H", "H", "H", "H", "H", "H", "H", "H", "O", "C", "C", "C", "C", "C", "C", "C", "P", "C", "C", "C", "C", "C", "C", "C", "C", "C", "C", "C", "C", "H", "H", "H", "H", "H", "H", "H", "H", "H", "H", "H", "H", "H", "H"], "positions_angstrom": [[-0.613, -1.935, -2.453], [-1.919, -0.266, -3.591], [0.416, -2.953, -2.619], [1.411, -2.990, -1.499], [0.887, -2.709, -3.593], [-0.073, -3.921, -2.737], [1.671, -1.986, -1.153], [2.315, -3.473, -1.838], [1.027, -3.560, -0.651], [-1.484, -2.197, -1.318], [-2.500, -3.248, -1.666], [-1.932, -1.240, -1.049], [-0.853, -2.487, -0.478], [-3.152, -2.894, -2.471], [-3.131, -3.451, -0.796], [-2.021, -4.170, -1.979], [-3.070, 0.642, -3.599], [-1.533, -0.836, -4.877], [-4.051, 0.179, -2.581], [-3.490, 0.532, -4.599], [-2.735, 1.672, -3.479], [-4.309, -0.861, -2.734], [-4.959, 0.771, -2.648], [-3.679, 0.283, -1.566], [-2.506, -1.930, -5.157], [-0.502, -1.161, -4.761], [-1.612, -0.014, -5.584], [-2.427, -2.742, -4.445], [-2.248, -2.328, -6.128], [-3.534, -1.578, -5.197], [-1.203, -0.387, -2.925], [0.907, 1.912, 0.357], [0.004, 0.842, -1.608], [0.849, 1.665, -3.041], [-1.039, 1.133, -1.302], [0.305, -0.176, -1.336], [1.997, 0.458, -3.939], [1.946, 3.025, -2.308], [-0.223, 2.552, -4.318], [3.458, 0.643, -0.394], [4.569, 1.614, 0.714], [3.796, 0.503, -1.430], [3.144, -0.350, -0.022], [5.457, 2.924, -0.305], [5.877, 0.569, 1.567], [3.597, 2.533, 2.057], [0.418, 3.258, -4.885], [-1.010, 3.149, -3.823], [-0.701, 1.887, -5.042], [2.849, 0.195, -3.297], [2.381, 0.939, -4.860], [1.481, -0.476, -4.223], [2.735, 2.600, -1.642], [1.362, 3.809, -1.766], [2.454, 3.517, -3.147], [6.394, -0.075, 0.843], [5.439, -0.081, 2.336], [6.633, 1.199, 2.054], [2.892, 1.890, 2.606], [3.076, 3.437, 1.684], [4.323, 2.900, 2.798], [6.301, 3.334, 0.262], [4.796, 3.761, -0.576], [5.857, 2.493, -1.236], [1.388, -0.129, 1.977], [0.436, -0.690, 2.578], [-0.101, -2.026, 2.495], [0.302, -3.293, 2.055], [-0.602, -4.342, 2.200], [-1.886, -4.138, 2.740], [-2.299, -2.859, 3.163], [-1.410, -1.818, 3.004], [-1.086, -0.144, 3.483], [-0.909, 0.035, 5.242], [-2.003, 0.452, 6.022], [-1.907, 0.485, 7.402], [-0.714, 0.109, 8.040], [0.390, -0.286, 7.272], [0.301, -0.337, 5.875], [-1.680, 1.292, 2.585], [-1.247, 2.572, 2.996], [-1.432, 3.673, 2.166], [-2.113, 3.530, 0.945], [-2.621, 2.279, 0.578], [-2.425, 1.166, 1.385], [1.307, -3.424, 1.632], [-0.304, -5.343, 1.902], [-2.556, -4.978, 2.838], [-3.286, -2.692, 3.594], [-2.936, 0.734, 5.514], [-2.759, 0.813, 8.003], [-0.645, 0.126, 9.120], [1.313, -0.570, 7.757], [1.147, -0.646, 5.282], [-0.763, 2.679, 3.974], [-1.071, 4.654, 2.479], [-2.282, 4.401, 0.305], [-3.212, 2.183, -0.344], [-2.848, 0.188, 1.132]]}